(1)
C23H64O9 | ωB97M-V with the def2-TZVPD basis set

ORCA input file:
```
! wB97M-V def2-TZVPD RIJCOSX def2/J DEFGRID3
* xyz 1 2
C -2.896 -3.000 -2.763
C -4.368 -3.377 -2.448
O -5.124 -2.148 -2.661
H -2.804 -2.131 -2.112
H -2.749 -2.660 -3.788
H -2.139 -3.763 -2.582
H -4.369 -3.627 -1.387
H -4.837 -4.133 -3.077
H -6.028 -2.469 -2.618
C 4.504 -0.952 -2.336
C 4.960 -2.163 -1.553
O 5.475 -3.108 -2.484
H 3.553 -1.163 -2.824
H 5.268 -0.678 -3.064
H 4.352 -0.151 -1.613
H 4.066 -2.638 -1.149
H 5.688 -1.913 -0.782
H 5.573 -3.909 -1.965
C 0.793 -4.289 -0.814
C 1.981 -5.370 -0.753
O 2.782 -5.274 0.418
H 0.163 -4.466 0.058
H 0.171 -4.412 -1.701
H 1.047 -3.233 -0.716
H 2.564 -5.400 -1.673
H 1.481 -6.332 -0.637
H 2.151 -5.327 1.140
C -3.356 -1.555 3.080
C -3.591 -0.331 2.246
O -2.707 0.760 2.616
H -3.738 -2.438 2.569
H -3.842 -1.614 4.054
H -2.351 -1.901 3.324
H -4.602 0.014 2.466
H -3.621 -0.455 1.164
H -1.799 0.471 2.498
C -0.214 0.612 -5.859
C -1.154 0.976 -4.692
C -1.368 2.498 -4.575
O -2.366 0.378 -4.948
H 0.025 -0.439 -6.023
H 0.773 1.008 -5.617
H -0.565 0.943 -6.837
H -0.646 0.580 -3.813
H -1.627 2.953 -5.531
H -0.455 2.986 -4.231
H -2.038 2.483 -3.716
H -2.996 0.616 -4.264
C -2.498 6.281 -0.285
C -2.008 5.123 0.579
C -2.420 3.707 0.144
O -0.608 5.090 0.639
H -2.854 5.922 -1.251
H -1.666 6.939 -0.536
H -3.346 6.737 0.227
H -2.302 5.356 1.603
H -1.915 3.403 -0.773
H -3.509 3.708 0.111
H -2.215 3.062 0.998
H -0.248 4.315 1.078
C 1.378 0.055 -0.741
C 0.088 0.667 -0.140
C -1.132 -0.088 -0.526
O 0.161 0.643 1.313
H 1.295 -0.115 -1.815
H 1.604 -0.912 -0.293
H 2.257 0.689 -0.625
H -0.015 1.723 -0.390
H -2.066 0.287 -0.109
H -1.036 -1.146 -0.282
H -1.445 -0.014 -1.568
H 0.197 1.579 1.521
C 2.039 -0.839 4.224
C 2.678 -1.833 3.222
C 2.290 -3.269 3.517
O 2.159 -1.541 1.983
H 0.949 -0.881 4.220
H 2.405 0.159 3.985
H 2.427 -0.988 5.231
H 3.762 -1.734 3.283
H 2.796 -3.517 4.450
H 2.557 -3.955 2.713
H 1.237 -3.464 3.723
H 1.453 -0.891 1.965
C 0.468 2.759 4.052
C 1.291 3.718 3.166
C 2.785 3.373 3.368
O 0.948 3.355 1.846
H -0.594 2.799 3.810
H 0.550 3.097 5.085
H 0.758 1.712 3.967
H 1.050 4.750 3.422
H 3.128 2.340 3.297
H 3.133 3.489 4.394
H 3.384 4.130 2.862
H 1.634 3.761 1.311
*
```

Summary:
- Frontier orbital gap (spin up / spin down): 0.3209 / 0.0869 Eh
- Expectation value of S²: 0.754
- E_tot: -43303.822 eV
- Strongest force on any atom: 4.01 eV Å⁻¹
- Highest occupied orbital energy (spin up / spin down): -11.52 / -11.52 eV
- M: 484.8 g mol⁻¹



(2)
C23H65BF4N13O11Zn | ωB97M-V with the def2-TZVPD basis set

ORCA input file:
```
! wB97M-V def2-TZVPD RIJCOSX def2/J DEFGRID3
* xyz 0 2
Zn 14.940 -31.201 4.817
B 17.103 -29.251 6.415
F 16.437 -28.683 7.506
F 16.208 -29.919 5.643
F 17.617 -28.329 5.535
F 18.119 -30.107 6.783
C 14.190 -31.426 7.865
O 14.378 -31.537 6.700
N 14.670 -30.475 8.629
N 13.344 -32.111 8.633
H 14.626 -30.492 9.638
H 15.379 -29.949 8.138
H 13.525 -32.008 9.621
H 12.816 -32.853 8.196
C 19.066 -25.945 8.151
O 19.306 -24.898 8.699
N 18.947 -27.045 8.801
N 18.953 -26.112 6.872
H 19.069 -26.989 9.802
H 18.393 -27.781 8.386
H 18.604 -26.993 6.524
H 19.240 -25.351 6.273
C 17.497 -32.891 4.739
O 16.407 -32.443 4.623
N 17.861 -33.925 4.082
N 18.442 -32.251 5.325
H 18.830 -34.182 3.962
H 17.175 -34.128 3.369
H 19.394 -32.584 5.369
H 18.165 -31.396 5.787
C 16.066 -29.494 2.321
O 15.705 -30.324 3.139
N 15.721 -29.618 1.107
N 16.806 -28.500 2.637
H 15.281 -30.451 0.743
H 16.018 -28.903 0.459
H 17.039 -28.263 3.590
H 17.168 -27.859 1.945
C 21.295 -30.786 7.825
O 20.931 -31.907 7.596
N 20.676 -29.692 7.450
N 22.361 -30.500 8.476
H 19.785 -29.737 6.975
H 21.031 -28.861 7.901
H 22.953 -31.310 8.588
H 22.446 -29.679 9.059
C 15.365 -35.277 6.368
O 14.646 -34.195 5.787
C 13.640 -34.549 4.850
C 12.788 -33.247 4.556
N 13.503 -32.231 3.795
C 12.585 -31.212 3.312
C 12.198 -30.264 4.415
O 13.409 -29.766 4.919
C 13.376 -28.599 5.728
H 15.443 -36.217 5.823
H 14.831 -35.598 7.263
H 16.354 -34.978 6.713
H 13.011 -35.433 4.957
H 14.075 -34.731 3.867
H 12.432 -32.834 5.500
H 11.877 -33.575 4.054
H 13.641 -32.714 2.919
H 11.718 -31.598 2.776
H 13.197 -30.634 2.619
H 11.604 -30.817 5.142
H 11.553 -29.445 4.098
H 12.887 -27.791 5.184
H 14.366 -28.307 6.078
H 12.777 -28.781 6.621
C 27.019 -27.966 9.365
O 25.968 -27.178 8.819
C 25.650 -27.634 7.495
C 24.399 -26.790 7.121
N 24.017 -26.823 5.719
C 23.883 -28.155 5.068
C 23.128 -28.031 3.703
O 21.754 -27.489 3.870
C 20.761 -28.577 4.002
H 27.920 -28.052 8.758
H 26.637 -28.963 9.584
H 27.336 -27.576 10.332
H 25.335 -28.678 7.505
H 26.553 -27.597 6.885
H 24.654 -25.781 7.445
H 23.615 -27.035 7.838
H 23.148 -26.348 5.527
H 23.316 -28.756 5.779
H 24.828 -28.632 4.806
H 23.254 -28.806 2.947
H 23.680 -27.263 3.161
H 19.770 -28.162 3.818
H 20.784 -29.168 4.918
H 20.935 -29.325 3.229
C 14.940 -26.342 8.388
O 13.867 -25.661 7.622
C 12.629 -25.934 8.236
C 11.542 -25.248 7.407
N 11.543 -25.841 6.110
C 10.552 -25.234 5.218
C 10.592 -25.870 3.844
O 11.778 -25.476 3.140
C 11.904 -25.918 1.851
H 15.160 -25.815 9.316
H 15.823 -26.358 7.749
H 14.852 -27.409 8.590
H 12.591 -25.533 9.249
H 12.385 -26.986 8.382
H 11.502 -24.160 7.463
H 10.577 -25.482 7.858
H 12.491 -25.758 5.769
H 10.616 -24.148 5.145
H 9.600 -25.563 5.635
H 9.629 -25.665 3.376
H 10.726 -26.951 3.817
H 11.937 -26.992 1.669
H 12.745 -25.359 1.441
H 11.076 -25.520 1.264
*
```

Summary:
- Frontier orbital gap (spin up / spin down): 0.0793 / 0.3123 Eh
- Expectation value of S²: 0.750
- E_tot: -126766.310 eV
- Strongest force on any atom: 5.88 eV Å⁻¹
- Highest occupied orbital energy (spin up / spin down): -2.26 / -8.60 eV
- M: 852.0 g mol⁻¹



(3)
C23H66BeNO11 | ωB97M-V with the def2-TZVPD basis set

ORCA input file:
```
! wB97M-V def2-TZVPD RIJCOSX def2/J DEFGRID3
* xyz 1 1
Be 3.642 1.185 -6.829
C 3.057 -3.525 -1.112
C 2.095 -2.752 -2.079
C 0.603 -3.354 -1.811
C 0.040 -2.822 -0.505
C 0.099 -1.330 -0.517
C 1.420 -0.598 -0.693
N 2.100 -1.204 -1.908
O 3.267 -0.534 -2.444
C 2.298 -0.577 0.527
C 0.965 0.877 -0.841
C 2.604 -3.274 -3.423
H 3.171 -4.570 -1.403
H 2.619 -3.424 -0.119
H 4.007 -3.005 -1.227
H 0.725 -4.416 -1.596
H -0.086 -3.112 -2.621
H 0.520 -3.143 0.419
H -1.028 -3.036 -0.549
H -0.349 -0.926 0.391
H -0.650 -1.086 -1.270
H 3.112 0.120 0.326
H 2.615 -1.544 0.918
H 1.683 -0.203 1.346
H 0.318 1.100 -1.690
H 1.800 1.570 -0.940
H 0.337 1.243 -0.029
H 3.616 -2.996 -3.718
H 1.938 -2.948 -4.223
H 2.552 -4.355 -3.558
C 1.616 7.041 1.188
C 1.491 6.627 2.690
O 0.172 7.049 3.001
H 2.668 7.023 0.904
H 1.208 8.045 1.072
H 1.116 6.413 0.451
H 2.228 7.121 3.322
H 1.685 5.595 2.980
H 0.135 6.975 3.957
C -4.486 3.887 2.056
C -6.001 3.876 2.049
O -6.539 4.043 3.318
H -4.056 3.370 2.914
H -4.174 4.915 2.244
H -4.125 3.497 1.105
H -6.251 2.924 1.580
H -6.424 4.570 1.323
H -7.444 3.730 3.246
C -3.519 5.462 -5.215
C -3.606 3.988 -4.817
O -4.412 3.375 -5.716
H -2.602 5.826 -4.752
H -4.280 6.100 -4.766
H -3.440 5.671 -6.282
H -3.870 3.798 -3.776
H -2.606 3.620 -5.046
H -4.255 2.428 -5.703
C 8.137 1.826 0.538
C 7.286 2.970 0.308
O 6.813 2.855 -1.023
H 8.638 1.847 1.506
H 8.970 1.949 -0.155
H 7.723 0.828 0.393
H 7.750 3.905 0.623
H 6.376 2.980 0.909
H 6.045 2.279 -1.053
O 2.106 4.105 -4.880
H 1.940 4.142 -3.939
H 1.801 4.950 -5.211
O 3.938 -2.156 -8.607
H 4.351 -3.004 -8.439
H 4.190 -1.940 -9.504
O 0.197 -0.275 -5.686
H -0.574 -0.828 -5.814
H 0.171 -0.039 -4.758
O 6.961 -0.520 -5.989
H 7.352 -1.317 -5.631
H 7.626 0.155 -5.855
C -2.092 -6.501 5.167
C -2.093 -7.928 5.792
C -0.702 -8.415 5.961
O -2.762 -7.876 6.968
H -1.469 -5.826 5.752
H -3.114 -6.136 5.065
H -1.670 -6.411 4.165
H -2.741 -8.510 5.137
H -0.045 -7.672 6.413
H -0.329 -8.513 4.942
H -0.650 -9.413 6.396
H -2.811 -8.742 7.379
C -6.391 -1.778 3.312
C -5.737 -1.576 4.720
C -4.310 -1.231 4.720
O -6.435 -0.601 5.354
H -5.736 -2.505 2.832
H -6.548 -0.992 2.574
H -7.353 -2.282 3.410
H -5.943 -2.519 5.225
H -3.852 -1.537 5.660
H -4.016 -0.277 4.282
H -3.724 -1.937 4.131
H -6.592 0.138 4.761
*
```

Summary:
- Frontier orbital gap: 0.1024 Eh
- E_tot: -49317.314 eV
- Strongest force on any atom: 8.57 eV Å⁻¹
- Highest occupied orbital energy: -10.03 eV
- M: 541.8 g mol⁻¹



(4)
C23H67N11O8 | ωB97M-V with the def2-TZVPD basis set

ORCA input file:
```
! wB97M-V def2-TZVPD RIJCOSX def2/J DEFGRID3
* xyz 0 1
C -21.242 -8.147 -2.666
C -21.203 -8.586 -4.159
C -22.055 -7.838 -5.155
O -23.459 -7.883 -4.735
C -23.943 -6.732 -4.143
N -19.806 -8.659 -4.545
H -20.397 -8.419 -2.033
H -22.167 -8.384 -2.140
H -20.904 -7.110 -2.664
H -21.552 -9.617 -4.216
H -22.092 -8.341 -6.121
H -21.644 -6.854 -5.376
H -24.912 -7.018 -3.734
H -23.843 -6.110 -5.033
H -23.449 -6.233 -3.309
H -19.453 -9.579 -4.327
H -19.233 -8.001 -4.036
C -18.722 -7.050 2.904
C -17.417 -7.163 2.240
C -17.202 -8.481 1.411
O -15.842 -8.564 0.970
C -15.616 -9.677 0.031
N -17.327 -5.995 1.342
H -19.079 -7.785 3.625
H -19.502 -7.012 2.144
H -18.768 -6.065 3.368
H -16.727 -7.100 3.081
H -18.004 -8.502 0.672
H -17.390 -9.263 2.146
H -16.174 -10.578 0.284
H -14.540 -9.850 0.058
H -15.980 -9.343 -0.941
H -17.758 -5.241 1.857
H -16.376 -5.672 1.231
C -20.857 -4.529 1.793
C -21.425 -5.070 0.500
C -22.749 -5.850 0.712
O -22.596 -6.979 1.574
C -23.021 -6.852 2.849
N -21.627 -4.050 -0.422
H -20.709 -5.362 2.480
H -21.558 -3.842 2.269
H -19.924 -4.035 1.521
H -20.761 -5.820 0.070
H -23.039 -6.384 -0.193
H -23.520 -5.128 0.979
H -24.108 -6.920 2.802
H -22.713 -5.964 3.400
H -22.571 -7.746 3.279
H -22.443 -3.461 -0.337
H -20.872 -3.424 -0.661
C -17.915 2.648 2.982
C -17.719 1.822 1.697
C -18.710 0.622 1.565
O -18.403 -0.245 2.659
C -19.002 -1.539 2.705
N -17.795 2.698 0.532
H -17.244 3.500 2.876
H -17.606 2.074 3.855
H -18.980 2.880 3.021
H -16.745 1.335 1.742
H -18.663 0.146 0.585
H -19.737 0.959 1.700
H -18.639 -2.183 1.904
H -20.084 -1.450 2.605
H -18.932 -2.138 3.612
H -17.100 3.420 0.407
H -17.655 2.234 -0.354
C -23.184 -13.022 7.183
C -24.381 -13.360 6.213
C -24.458 -12.736 4.846
O -24.244 -11.387 4.918
C -24.387 -10.767 3.642
N -24.521 -14.839 6.194
H -22.963 -11.959 7.080
H -22.257 -13.425 6.776
H -23.324 -13.273 8.234
H -25.211 -12.983 6.812
H -25.370 -12.960 4.293
H -23.679 -13.239 4.272
H -24.117 -9.712 3.635
H -25.347 -10.860 3.134
H -23.625 -11.281 3.057
H -23.795 -15.204 5.594
H -24.251 -15.027 7.149
C -17.621 -6.417 -2.186
O -17.986 -6.610 -3.313
N -16.529 -6.975 -1.633
N -18.440 -5.808 -1.322
H -15.942 -7.532 -2.237
H -16.373 -6.907 -0.637
H -17.948 -5.677 -0.450
H -19.252 -5.312 -1.664
C -24.841 -9.411 -0.007
O -25.283 -10.222 -0.688
N -23.588 -8.923 -0.063
N -25.412 -8.690 0.916
H -23.308 -8.117 0.478
H -23.165 -9.298 -0.899
H -24.882 -8.013 1.445
H -26.339 -8.991 1.182
C -23.966 -4.296 5.792
O -25.039 -3.856 5.454
N -23.871 -5.564 5.995
N -22.870 -3.600 5.943
H -24.650 -6.152 5.734
H -23.008 -5.806 6.459
H -21.947 -3.905 6.219
H -23.026 -2.602 5.932
*
```

Summary:
- Frontier orbital gap: 0.3012 Eh
- E_tot: -57704.488 eV
- SMILES string: COC[C@H](C)N.COC[C@H](C)N.COC[C@H](C)N.COC[C@H](C)N.COC[C@H](C)N.NC(N)=O.NC(N)=O.NC(N)=O
- Strongest force on any atom: 6.81 eV Å⁻¹
- Highest occupied orbital energy: -8.41 eV
- M: 625.9 g mol⁻¹



Repeat the first record exactly.
C23H64O9 | ωB97M-V with the def2-TZVPD basis set

ORCA input file:
```
! wB97M-V def2-TZVPD RIJCOSX def2/J DEFGRID3
* xyz 1 2
C -2.896 -3.000 -2.763
C -4.368 -3.377 -2.448
O -5.124 -2.148 -2.661
H -2.804 -2.131 -2.112
H -2.749 -2.660 -3.788
H -2.139 -3.763 -2.582
H -4.369 -3.627 -1.387
H -4.837 -4.133 -3.077
H -6.028 -2.469 -2.618
C 4.504 -0.952 -2.336
C 4.960 -2.163 -1.553
O 5.475 -3.108 -2.484
H 3.553 -1.163 -2.824
H 5.268 -0.678 -3.064
H 4.352 -0.151 -1.613
H 4.066 -2.638 -1.149
H 5.688 -1.913 -0.782
H 5.573 -3.909 -1.965
C 0.793 -4.289 -0.814
C 1.981 -5.370 -0.753
O 2.782 -5.274 0.418
H 0.163 -4.466 0.058
H 0.171 -4.412 -1.701
H 1.047 -3.233 -0.716
H 2.564 -5.400 -1.673
H 1.481 -6.332 -0.637
H 2.151 -5.327 1.140
C -3.356 -1.555 3.080
C -3.591 -0.331 2.246
O -2.707 0.760 2.616
H -3.738 -2.438 2.569
H -3.842 -1.614 4.054
H -2.351 -1.901 3.324
H -4.602 0.014 2.466
H -3.621 -0.455 1.164
H -1.799 0.471 2.498
C -0.214 0.612 -5.859
C -1.154 0.976 -4.692
C -1.368 2.498 -4.575
O -2.366 0.378 -4.948
H 0.025 -0.439 -6.023
H 0.773 1.008 -5.617
H -0.565 0.943 -6.837
H -0.646 0.580 -3.813
H -1.627 2.953 -5.531
H -0.455 2.986 -4.231
H -2.038 2.483 -3.716
H -2.996 0.616 -4.264
C -2.498 6.281 -0.285
C -2.008 5.123 0.579
C -2.420 3.707 0.144
O -0.608 5.090 0.639
H -2.854 5.922 -1.251
H -1.666 6.939 -0.536
H -3.346 6.737 0.227
H -2.302 5.356 1.603
H -1.915 3.403 -0.773
H -3.509 3.708 0.111
H -2.215 3.062 0.998
H -0.248 4.315 1.078
C 1.378 0.055 -0.741
C 0.088 0.667 -0.140
C -1.132 -0.088 -0.526
O 0.161 0.643 1.313
H 1.295 -0.115 -1.815
H 1.604 -0.912 -0.293
H 2.257 0.689 -0.625
H -0.015 1.723 -0.390
H -2.066 0.287 -0.109
H -1.036 -1.146 -0.282
H -1.445 -0.014 -1.568
H 0.197 1.579 1.521
C 2.039 -0.839 4.224
C 2.678 -1.833 3.222
C 2.290 -3.269 3.517
O 2.159 -1.541 1.983
H 0.949 -0.881 4.220
H 2.405 0.159 3.985
H 2.427 -0.988 5.231
H 3.762 -1.734 3.283
H 2.796 -3.517 4.450
H 2.557 -3.955 2.713
H 1.237 -3.464 3.723
H 1.453 -0.891 1.965
C 0.468 2.759 4.052
C 1.291 3.718 3.166
C 2.785 3.373 3.368
O 0.948 3.355 1.846
H -0.594 2.799 3.810
H 0.550 3.097 5.085
H 0.758 1.712 3.967
H 1.050 4.750 3.422
H 3.128 2.340 3.297
H 3.133 3.489 4.394
H 3.384 4.130 2.862
H 1.634 3.761 1.311
*
```

Summary:
- Frontier orbital gap (spin up / spin down): 0.3209 / 0.0869 Eh
- Expectation value of S²: 0.754
- E_tot: -43303.822 eV
- Strongest force on any atom: 4.01 eV Å⁻¹
- Highest occupied orbital energy (spin up / spin down): -11.52 / -11.52 eV
- M: 484.8 g mol⁻¹



Which value of E_tot does entry 1 give? -43303.822 eV